# 1
The following is a DFT calculation (ωB97M-V/def2-TZVPD) of a structure of composition C5H9N2 at a distorted geometry.

```
16
C5H9N2, DFT ωB97M-V/def2-TZVPD
C -1.707 -0.161 1.246
C -1.101 0.189 2.400
C -0.315 0.164 0.635
C 1.789 0.268 -0.933
C -0.397 -0.512 -1.725
N 0.143 0.609 1.788
N 0.394 0.016 -0.636
H -2.659 -0.339 0.827
H -1.375 0.089 3.465
H 1.792 0.225 -2.055
H 2.103 1.326 -0.695
H 2.409 -0.417 -0.464
H -0.476 0.068 -2.684
H -0.156 -1.464 -2.142
H -1.443 -0.539 -1.315
H 0.999 0.478 2.287
```

The value obtained for the frontier orbital gap is 9.09 eV. For the highest occupied orbital energy, the calculation gives -14.20 eV. For the LUMO energy, the calculation gives -5.1 eV. As for the charge: +1. For the relative energy (zero: lowest compared OMol25 entry of this formula, charge and spin), the calculation gives 109.6 kcal per mole.


# 2
The following is a DFT calculation (ωB97M-V/def2-TZVPD) of a cluster of 2 separate species, C5H9N2 in total at a distorted geometry.

```
16
C5H9N2, DFT ωB97M-V/def2-TZVPD
C 1.007 2.165 1.355
C 1.357 1.152 2.099
C 1.785 0.143 -1.472
C 2.073 -1.033 -0.681
C -1.504 -0.786 -1.835
N 1.587 0.309 -0.224
N 0.878 0.809 0.711
H 0.768 3.269 1.176
H 1.802 0.597 2.912
H 1.529 0.531 -2.482
H -0.689 -0.057 -1.816
H 1.356 -1.847 -0.637
H 2.994 -1.254 -0.156
H -1.781 -0.877 -2.852
H -1.302 -1.719 -1.459
H -2.361 -0.293 -1.264
```

The value obtained for the frontier orbital gap is 9.18 eV. For the highest occupied orbital energy, the calculation gives -13.75 eV. For the LUMO energy, the calculation gives -4.6 eV. As for the charge: +1. For the relative energy (zero: lowest compared OMol25 entry of this formula, charge and spin), the calculation gives 215.0 kcal per mole.


# 3
The following is a DFT calculation (ωB97M-V/def2-TZVPD) of the ion C5H9N2 with charge +1 at a distorted geometry.

```
16
C5H9N2, DFT ωB97M-V/def2-TZVPD
C -0.164 -0.616 -2.672
C -0.050 -1.451 0.273
C -0.046 0.369 -1.466
C -0.501 -0.161 -0.105
C 0.006 0.883 0.959
N 0.153 -1.783 -2.654
N 0.292 -2.120 1.309
H -0.427 -0.080 -3.566
H 0.945 0.706 -1.389
H -0.558 1.235 -1.675
H -1.572 -0.021 -0.227
H -0.599 1.831 0.867
H 1.073 1.161 0.765
H -0.220 0.432 1.942
H 0.176 -1.875 2.269
H 0.442 -3.144 0.984
```

The value obtained for the frontier orbital gap (spin up / spin down) is 7.49 / 9.86 eV. For the highest occupied orbital energy (spin up / spin down), the calculation gives -13.51 / -14.86 eV. For the LUMO energy (spin up / spin down), the calculation gives -6.0 / -5.0 eV. As for the charge: +1. For the relative energy (zero: lowest compared OMol25 entry of this formula, charge and spin), the calculation gives 148.5 kcal per mole.


Number 1: molecular weight 97.14 g/mol, E -305.05541 Eh. Number 2: molecular weight 97.14 g/mol, E -304.88736 Eh. Number 3: molecular weight 97.14 g/mol, E -304.99340 Eh.